--- i ---
Entry from the OMol25 dataset: an isolated molecule of C20H28N4O4 (ωB97M-V with the def2-TZVPD basis set).

Cartesian coordinates (Å):
C  3.9963  1.5029  6.3436
C  3.0141  0.6222  5.5837
C  1.9735  1.4672  4.8406
N  1.0463  0.6419  4.1119
C  -0.1787  0.2317  4.5912
C  -0.7121  0.6618  5.9113
C  -0.7513  -0.5720  3.6544
C  0.1747  -0.7162  2.5784
C  -0.0679  -1.5200  1.4356
C  0.8533  -2.1865  0.6794
C  2.1958  -2.3236  1.0853
N  3.2697  -2.4744  1.4613
C  0.4931  -2.9091  -0.5458
O  1.2373  -3.5833  -1.2110
O  -0.8159  -2.7084  -0.8814
C  -1.2615  -3.2912  -2.0896
C  -1.5588  -2.2551  -3.1709
O  -1.9473  -2.5968  -4.2695
N  -1.3568  -0.9762  -2.7827
C  -1.5027  0.2369  -3.5194
O  -1.2651  1.2749  -2.9447
N  -1.8931  0.0643  -4.7816
C  -2.1046  1.1453  -5.7445
C  -2.5327  0.4897  -7.0555
C  -3.2035  2.0773  -5.2276
C  -0.7979  1.9194  -5.9349
C  1.2825  0.0744  2.9031
C  2.4415  0.4508  2.0581
H  3.4762  2.1168  7.0759
H  4.7261  0.8905  6.8659
H  4.5281  2.1609  5.6602
H  2.5029  -0.0475  6.2781
H  3.5518  0.0031  4.8641
H  2.4823  2.1422  4.1474
H  1.4143  2.0762  5.5538
H  -0.0357  0.3892  6.7208
H  -0.8680  1.7410  5.9422
H  -1.6681  0.1756  6.0830
H  -1.7027  -1.0597  3.7261
H  -1.1094  -1.6500  1.1670
H  -0.4967  -3.9793  -2.4733
H  -2.1758  -3.8565  -1.8855
H  -1.0593  -0.8247  -1.8250
H  -2.0492  -0.8907  -5.0894
H  -1.7590  -0.1853  -7.4143
H  -3.4516  -0.0755  -6.9170
H  -2.7058  1.2494  -7.8128
H  -2.9024  2.5076  -4.2767
H  -3.3784  2.8805  -5.9379
H  -4.1303  1.5260  -5.0854
H  -0.9374  2.7179  -6.6583
H  -0.0140  1.2551  -6.2917
H  -0.4858  2.3520  -4.9887
H  2.6739  1.5094  2.1670
H  2.2151  0.2551  1.0131
H  3.3308  -0.1273  2.3125

Computed properties:
HOMO level: -0.306 Eh
lowest unoccupied orbital energy: -0.011 Ha
SMILES: CCCn1c(C)cc(/C=C(\C#N)C(=O)OCC(=O)NC(=O)NC(C)(C)C)c1C
frontier orbital gap: 8.01 eV
multiplicity: 1

Atomic partial charges in e from the Mulliken method, atoms 1 to 2: number 1, C, carries -1.355; number 2, C, carries 0.102

---

--- ii ---
Entry from the OMol25 dataset: an isolated molecule of C20H28N4O4 (ωB97M-V with the def2-TZVPD basis set).

Cartesian coordinates (Å):
C  -0.6850  -3.7208  0.7410
C  0.1207  -2.4638  1.0394
C  0.4673  -2.3692  2.5289
C  -0.6815  -1.2284  0.6452
O  -1.8985  -1.2431  0.6543
N  0.0149  -0.0761  0.3694
C  -0.7282  1.0571  -0.1554
C  1.4281  -0.0684  0.1091
C  1.7759  -0.6285  -1.2735
O  0.9442  -1.1793  -1.9706
N  3.0740  -0.4940  -1.6419
C  3.5332  -0.8576  -2.9801
C  4.6429  0.1588  -3.2997
C  5.8002  -0.4887  -4.0516
N  6.8249  0.4674  -4.4253
C  7.9811  0.6130  -3.7217
O  8.2652  -0.0775  -2.7584
C  8.8926  1.6639  -4.2273
C  10.3097  1.5785  -4.3103
N  10.8363  2.6521  -4.8103
O  9.7643  3.5066  -5.0606
C  8.6210  2.9054  -4.7139
C  7.3770  3.6620  -4.8916
C  7.4252  5.1651  -4.9944
C  7.1178  4.3591  -6.2123
C  5.0732  0.7079  -1.9395
C  4.1792  1.7182  -1.2727
C  4.0716  0.2572  -0.9252
H  -0.9217  -3.7878  -0.3204
H  -0.1141  -4.6055  1.0279
H  -1.6232  -3.7107  1.2936
H  1.0411  -2.5067  0.4552
H  1.0514  -1.4770  2.7633
H  -0.4496  -2.3309  3.1194
H  1.0384  -3.2439  2.8430
H  -1.7506  1.0017  0.2025
H  -0.2697  1.9842  0.1920
H  -0.7380  1.0454  -1.2493
H  1.7910  0.9592  0.1796
H  1.9765  -0.6329  0.8649
H  3.9337  -1.8773  -2.9786
H  2.6937  -0.8319  -3.6717
H  4.2367  0.9675  -3.9162
H  6.2737  -1.2451  -3.4249
H  5.4323  -0.9813  -4.9539
H  6.7155  0.9993  -5.2716
H  10.9428  0.7556  -4.0183
H  6.5264  3.2295  -4.3831
H  6.6207  5.7097  -4.5221
H  8.3994  5.6270  -4.9303
H  7.8906  4.2736  -6.9632
H  6.1040  4.3494  -6.5863
H  6.1262  0.7021  -1.6949
H  4.6243  2.3807  -0.5427
H  3.3696  2.1419  -1.8553
H  4.3698  -0.1048  0.0497

Computed properties:
HOMO level: -0.333 Eh
lowest unoccupied orbital energy: 0.011 Ha
SMILES: CC(C)C(=O)N(C)CC(=O)N1C[C@H](CNC(=O)c2cnoc2C2CC2)[C@H]2C[C@H]21
frontier orbital gap: 9.38 eV
multiplicity: 1

Atomic partial charges in e from the Mulliken method, atoms 1 to 2: number 1, C, carries -1.677; number 2, C, carries 1.166

---

Energies relative to the most stable structure are i 0.000; ii 2.985, reported in eV.